Formula: C21H26N2O6S
Source: the Open Molecules 2025 dataset
Level of theory: the ωB97M-V functional and the def2-TZVPD basis

The calculation puts the total energy at -48298.5766 eV. The HOMO energy comes out at -8.532 eV. The calculation puts the energy relative to the best compared isomer or geometry (same formula, charge and spin) at 166.4 kJ/mol. Its structure (SMILES) is COc1ccc(S(=O)(=O)N(CC(=O)NC[C@H]2CCCO2)c2ccccc2)cc1OC.

XYZ file:
```
56
C21H26N2O6S (the ωB97M-V functional and the def2-TZVPD basis)
C -2.617 3.300 3.102
H -3.442 4.005 3.012
O -2.645 2.536 1.920
C -1.724 1.555 1.759
C -0.714 1.252 2.659
C 0.215 0.257 2.373
C 0.109 -0.447 1.197
C -0.914 -0.195 0.298
C -1.830 0.813 0.554
O -2.828 1.170 -0.284
C -2.954 0.475 -1.510
H -2.046 0.546 -2.116
H -3.777 0.961 -2.030
H -3.199 -0.579 -1.346
H -0.994 -0.774 -0.604
S 1.435 -1.593 0.813
O 2.631 -0.814 0.636
O 1.479 -2.611 1.816
N 1.077 -2.247 -0.693
C -0.077 -3.029 -0.881
C -0.474 -3.919 0.116
C -1.601 -4.701 -0.056
C -2.348 -4.621 -1.219
C -1.955 -3.742 -2.212
C -0.834 -2.947 -2.050
H -0.573 -2.252 -2.832
H -2.527 -3.663 -3.125
H -3.225 -5.237 -1.349
H -1.891 -5.385 0.728
H 0.106 -3.994 1.019
C 1.701 -1.574 -1.818
H 2.748 -1.422 -1.552
C 1.043 -0.221 -2.126
O 0.156 -0.093 -2.955
N 1.510 0.794 -1.390
H 2.180 0.625 -0.645
C 0.930 2.116 -1.454
H 0.074 2.179 -0.772
C 1.979 3.166 -1.060
C 1.338 4.540 -0.847
H 2.093 5.319 -0.954
C 0.868 4.448 0.606
H -0.143 4.044 0.656
C 1.875 3.471 1.235
H 2.615 3.988 1.854
H 1.378 2.710 1.846
O 2.581 2.841 0.176
H 0.877 5.415 1.105
H 0.527 4.731 -1.545
H 2.780 3.172 -1.806
H 0.578 2.285 -2.475
H 1.635 -2.222 -2.694
H 1.021 0.035 3.052
H -0.628 1.796 3.586
H -2.769 2.676 3.988
H -1.677 3.853 3.202
```

---

Formula: C8H9N2NiO5S
Source: the Open Molecules 2025 dataset
Level of theory: the ωB97M-V functional and the def2-TZVPD basis

The calculation puts the total energy at -73524.9099 eV. The HOMO energy (spin up / spin down) comes out at -11.137 / -12.821 eV. Its total charge is +1. The calculation puts the energy relative to the best compared isomer or geometry (same formula, charge and spin) at 338.0 kJ/mol. Its multiplicity is 3.

XYZ file:
```
26
C8H9N2NiO5S (the ωB97M-V functional and the def2-TZVPD basis)
O -0.135 3.079 -5.726
C 0.111 3.651 -4.772
Ni 0.570 -0.461 -1.952
O -0.493 2.024 -0.908
C -0.275 1.097 -1.563
C -2.367 -2.295 -2.527
O -2.379 -3.247 -3.224
C 2.317 -0.306 -1.494
O 3.250 -0.560 -0.817
C -1.745 -1.010 -2.075
O -2.514 -0.179 -1.607
H 1.884 0.398 -2.327
C -1.343 0.523 2.423
N -0.976 -0.779 1.835
C 0.156 -0.961 1.118
S 0.104 -2.000 -0.300
N 1.313 -0.388 1.479
C 1.573 0.104 2.827
H -0.772 0.703 3.340
H -2.405 0.470 2.678
H -1.195 1.355 1.721
H -1.772 -1.306 1.473
H 2.126 -0.581 0.893
H 0.928 -0.401 3.549
H 2.616 -0.114 3.076
H 1.425 1.187 2.881
```

---

> Which of these has the highest energy relative to the best compared isomer or geometry (same formula, charge and spin)?

C8H9N2NiO5S

---

What did the first record say?
Formula: C21H26N2O6S
Source: the Open Molecules 2025 dataset
Level of theory: the ωB97M-V functional and the def2-TZVPD basis

The calculation puts the total energy at -48298.5766 eV. The HOMO energy comes out at -8.532 eV. The calculation puts the energy relative to the best compared isomer or geometry (same formula, charge and spin) at 166.4 kJ/mol. Its structure (SMILES) is COc1ccc(S(=O)(=O)N(CC(=O)NC[C@H]2CCCO2)c2ccccc2)cc1OC.

XYZ file:
```
56
C21H26N2O6S (the ωB97M-V functional and the def2-TZVPD basis)
C -2.617 3.300 3.102
H -3.442 4.005 3.012
O -2.645 2.536 1.920
C -1.724 1.555 1.759
C -0.714 1.252 2.659
C 0.215 0.257 2.373
C 0.109 -0.447 1.197
C -0.914 -0.195 0.298
C -1.830 0.813 0.554
O -2.828 1.170 -0.284
C -2.954 0.475 -1.510
H -2.046 0.546 -2.116
H -3.777 0.961 -2.030
H -3.199 -0.579 -1.346
H -0.994 -0.774 -0.604
S 1.435 -1.593 0.813
O 2.631 -0.814 0.636
O 1.479 -2.611 1.816
N 1.077 -2.247 -0.693
C -0.077 -3.029 -0.881
C -0.474 -3.919 0.116
C -1.601 -4.701 -0.056
C -2.348 -4.621 -1.219
C -1.955 -3.742 -2.212
C -0.834 -2.947 -2.050
H -0.573 -2.252 -2.832
H -2.527 -3.663 -3.125
H -3.225 -5.237 -1.349
H -1.891 -5.385 0.728
H 0.106 -3.994 1.019
C 1.701 -1.574 -1.818
H 2.748 -1.422 -1.552
C 1.043 -0.221 -2.126
O 0.156 -0.093 -2.955
N 1.510 0.794 -1.390
H 2.180 0.625 -0.645
C 0.930 2.116 -1.454
H 0.074 2.179 -0.772
C 1.979 3.166 -1.060
C 1.338 4.540 -0.847
H 2.093 5.319 -0.954
C 0.868 4.448 0.606
H -0.143 4.044 0.656
C 1.875 3.471 1.235
H 2.615 3.988 1.854
H 1.378 2.710 1.846
O 2.581 2.841 0.176
H 0.877 5.415 1.105
H 0.527 4.731 -1.545
H 2.780 3.172 -1.806
H 0.578 2.285 -2.475
H 1.635 -2.222 -2.694
H 1.021 0.035 3.052
H -0.628 1.796 3.586
H -2.769 2.676 3.988
H -1.677 3.853 3.202
```

---

> Which of these has the highest energy relative to the best compared isomer or geometry (same formula, charge and spin)?

C8H9N2NiO5S

---

> Which formula does entry 2 have?

C8H9N2NiO5S